Density functional theory data (the ωB97M-V functional and the def2-TZVPD basis) for a 3-piece molecular cluster, C16H38N2O2S overall in a non-equilibrium geometry.

Its charge is +1. Its spin multiplicity is 2. The lowest unoccupied orbital energy (spin up / spin down) comes out at -0.0919 / -0.2645 Eh.

Cartesian coordinates (Å):
1 H -15.33259 20.38474 14.58814
2 C -14.90838 21.30323 14.18253
3 C -17.71879 14.83544 15.16267
4 H -17.17434 16.59069 17.19300
5 H -11.17444 24.72531 9.61336
6 H -12.58600 20.95972 10.61598
7 H -10.91100 26.16776 7.74309
8 H -14.17923 24.13107 15.77366
9 H -11.92778 21.64909 8.99617
10 C -14.50356 23.16683 16.16500
11 C -19.62053 16.22135 16.04679
12 N -18.23617 16.17529 15.47157
13 C -13.39344 21.59425 14.58905
14 H -20.63316 15.01631 14.49145
15 H -16.58877 19.11688 16.46599
16 H -16.21537 16.66830 15.86178
17 H -15.64946 24.67926 8.32124
18 H -11.24246 23.78179 8.13356
19 H -16.48605 14.43049 16.86799
20 H -16.90491 14.87900 14.43891
21 H -18.52956 14.30381 14.66455
22 H -18.31930 18.76327 16.42523
23 C -11.79573 24.49127 8.74888
24 C -11.89905 25.78251 7.99496
25 C -13.35270 22.12939 16.00399
26 H -12.53969 23.59017 11.31312
27 H -13.46706 21.27518 16.67134
28 H -17.44543 18.57635 14.91069
29 H -15.17176 21.24809 13.12627
30 H -17.22984 12.98879 16.10137
31 H -12.73770 20.72473 14.54413
32 C -17.38955 14.01966 16.41742
33 C -17.35346 18.49988 15.99410
34 H -15.58231 23.71508 9.61230
35 H -12.37256 22.47520 16.33233
36 H -15.01299 23.18891 17.12836
37 C -20.61143 16.03962 14.86621
38 H -12.48905 25.79097 7.07847
39 C -17.22500 16.94657 16.16398
40 H -15.96080 22.96364 7.93640
41 C -15.37128 23.64938 8.54495
42 O -16.98470 22.19303 15.75253
43 H -12.27360 26.59345 8.61960
44 O -16.01122 23.67034 13.90843
45 C -13.95297 23.44722 8.17090
46 H -12.90513 22.28176 13.89840
47 H -13.84177 23.98299 7.22820
48 H -19.96042 17.14403 16.51713
49 S -15.82975 22.74889 14.99895
50 C -12.04884 21.73922 10.07567
51 N -13.05878 23.95633 9.26972
52 H -19.70035 15.41111 16.77154
53 H -21.62619 16.30268 15.16482
54 C -12.87080 23.05453 10.42342
55 H -13.65691 22.46409 7.80499
56 H -13.87862 22.66854 10.57640
57 H -20.33722 16.76033 14.09583
58 H -11.02667 21.81070 10.44739
59 H -18.18521 13.91635 17.15523

---

Density functional theory data (the ωB97M-V functional and the def2-TZVPD basis) for a 3-piece molecular cluster, C16H38N3O10PS overall.

As for the SMILES: CCOCCO[C@@]1([PH2]=N)OS(=O)(=O)O[C@@]1(CCN)ON=O.CCOCC.CCOCC. Its spin multiplicity is 1. The lowest unoccupied orbital energy comes out at -0.0333 Eh.

Cartesian coordinates (Å):
1 C 1.37942 3.87381 1.30504
2 O 2.84215 0.36282 2.23569
3 H 3.08614 -2.79777 -2.88628
4 H -2.01216 -1.41376 -0.57410
5 C 1.44533 -1.87835 -6.87846
6 C 3.43401 2.78042 2.48435
7 H 2.76033 0.75139 0.20040
8 C -0.13353 -0.35819 -0.79311
9 H 1.27077 1.11934 1.11006
10 C -7.04977 -0.42066 -0.54325
11 O 5.63977 1.03553 0.75496
12 S 4.27536 2.37144 4.82018
13 H 1.57638 -1.93274 -2.57640
14 C 0.52405 -1.62955 -5.69638
15 H -6.74218 -3.17703 1.10085
16 C -1.34113 -0.80844 0.03496
17 C -5.78799 -1.26003 -0.64427
18 H 2.17619 -3.69578 -5.01819
19 H -0.72403 0.55061 3.05509
20 H 1.07404 -2.70477 -7.48595
21 O 3.68504 1.06097 4.14491
22 O 0.33258 -2.75523 -4.86019
23 H 0.04685 0.71798 -0.67401
24 H 0.77023 4.77308 1.41561
25 H 0.89111 -1.26711 1.52488
26 P 1.04068 1.48348 3.91503
27 O 3.26220 2.99165 5.60777
28 O -4.92253 -1.14571 0.47186
29 O 4.10762 2.50926 1.31022
30 H -7.63142 -0.51890 -1.46068
31 H 1.06176 3.80333 -0.70987
32 N 5.52376 1.92123 1.46232
33 C 2.23434 -2.30641 -3.35919
34 H 1.49512 -0.98440 -7.50171
35 H -6.80021 0.63185 -0.40189
36 H -5.09890 -3.64714 1.54527
37 H 3.20299 4.77012 1.88877
38 H 2.21501 4.33546 3.26961
39 H -5.19020 -0.92627 -1.49307
40 C 1.50184 -3.28787 -4.25614
41 H 2.46110 -2.11894 -6.56296
42 O 4.42933 3.17000 3.47510
43 H -4.65450 -1.36530 2.43689
44 H -1.04833 -1.42410 0.88374
45 H 1.14632 -4.13257 -3.66556
46 O 5.54716 2.08495 5.35821
47 N 0.14572 0.27730 3.49683
48 H -0.47453 -1.37756 -6.05528
49 H 0.87989 -0.77078 -5.11448
50 C 2.10510 0.42356 1.00806
51 C 2.78660 1.44036 3.07533
52 O 1.05686 -1.10044 -0.56033
53 H -6.04317 -2.30968 -0.82908
54 H 2.61754 -1.45135 -3.91979
55 H -0.34484 -0.50808 -1.85257
56 H 1.44383 1.48744 5.25170
57 H 0.52386 2.77045 3.69232
58 N 1.85225 3.84161 -0.07703
59 H -6.27147 -3.20446 2.79693
60 H 0.71955 3.03179 1.55488
61 H 2.43964 -1.66882 0.78907
62 C -5.46422 -1.52736 1.72472
63 H -7.68569 -0.73242 0.28608
64 C 2.54173 3.99659 2.28460
65 H 2.40628 3.01111 -0.25185
66 C 1.59358 -0.98162 0.74024
67 C -5.92151 -2.97403 1.78996
68 H -1.92772 0.04085 0.38625
69 H -6.28139 -0.85617 2.01332

---

Density functional theory data (the ωB97M-V functional and the def2-TZVPD basis) for C16H38O9S2 as an isolated structure in a non-equilibrium geometry.

Its spin multiplicity is 1. The lowest unoccupied orbital energy comes out at 0.0037 Eh.

Cartesian coordinates (Å):
1 C 2.06146 1.89737 -3.19257
2 C -1.74161 -1.20914 6.40664
3 S -2.23191 -4.80653 0.00541
4 H 2.61384 -4.66023 -1.85846
5 H 3.97912 2.85520 -3.30983
6 H 1.81163 4.24625 -1.84037
7 H -3.76637 -1.29304 2.88726
8 C -1.83499 -0.89607 0.90307
9 O 0.66549 -2.81117 -2.05027
10 H -2.45888 3.24387 -3.50794
11 H 3.28321 2.39298 -4.88235
12 C 3.05440 2.81144 -3.89482
13 C 1.90439 -2.64409 -1.29169
14 H -1.35108 2.59620 -4.73611
15 C -4.18857 -0.90393 3.81366
16 H -2.16493 0.81383 4.55115
17 O 1.85680 2.16775 -1.80798
18 C 4.17128 -3.75479 -0.68111
19 H 4.30673 -3.38663 0.34667
20 H 0.95848 -0.94928 -0.35178
21 C -2.81694 1.11884 3.73309
22 H -5.25858 -1.12429 3.77379
23 H 4.62833 -4.76124 -0.76307
24 H -0.77342 2.66849 -1.36384
25 C 2.64321 -3.97200 -0.99171
26 O -0.43938 3.57922 -3.20889
27 H -1.00718 -0.56732 0.26828
28 C 3.43987 5.15488 -3.91739
29 H 4.02952 5.30216 -4.82728
30 H 1.11120 1.85501 -3.72371
31 H 2.22203 -4.45708 -0.09016
32 H 2.53379 -2.00390 -1.93796
33 H -2.79069 -0.59331 0.46337
34 S -0.13139 -4.20522 -1.63002
35 C -2.14115 0.93761 2.38240
36 O -1.67818 -0.39358 2.21534
37 C -0.23431 3.51438 -1.80572
38 H -2.99441 2.18954 3.86513
39 H -0.73407 -0.80433 6.30533
40 C 1.24168 3.40148 -1.45428
41 H -0.62948 4.44101 -1.37344
42 H 2.40031 -1.52884 0.58945
43 H 0.81437 -2.45659 0.55338
44 H -1.48231 1.77486 -3.17674
45 H -1.82507 -1.98507 0.96271
46 H 1.31907 3.45855 -0.36516
47 O 2.50869 4.10657 -4.09478
48 H 2.47455 0.88524 -3.22351
49 H 4.10302 4.96784 -3.06659
50 H -4.10953 -1.23351 5.93275
51 H -2.84179 1.21810 1.58900
52 H -1.26858 1.60047 2.33079
53 H -3.86753 -2.69318 4.94658
54 O -4.10201 0.51618 3.85634
55 H -1.05584 -5.03212 0.68075
56 C -3.62869 -1.62655 5.02998
57 O -0.18003 -4.97188 -2.90365
58 H -2.36252 -0.45241 6.89536
59 C 1.53399 -1.83076 -0.01671
60 C -1.49402 2.75323 -3.66663
61 H 4.67328 -3.13718 -1.44487
62 H 2.87714 6.06554 -3.70992
63 O -1.72269 -3.76047 -1.25349
64 H -1.69804 -2.11498 7.01873
65 O -2.21472 -1.51338 5.10835

---

Density functional theory data (the ωB97M-V functional and the def2-TZVPD basis) for a 9-piece molecular cluster, C16H39BF4N3O5 overall in a non-equilibrium geometry.

The relative energy (zero: lowest compared OMol25 entry of this formula, charge and spin) is 13.8 kcal/mol. Its charge is -1. Its spin multiplicity is 1. The lowest unoccupied orbital energy comes out at 0.0958 Eh.

Cartesian coordinates (Å):
1 H -2.35025 0.45598 -0.94620
2 H 1.22097 5.51364 -1.67269
3 F -1.05464 0.98402 0.43234
4 H -0.69442 -3.35181 -5.18308
5 H -2.11499 2.50773 -4.19154
6 C 3.47966 -1.96772 -0.59533
7 C 0.20271 -3.87691 0.88076
8 O 0.69213 3.10408 -0.75648
9 H -1.03574 3.94037 -1.61880
10 H -3.69180 -0.48390 3.80662
11 H 2.69709 -1.40736 -0.83018
12 O -0.32674 -2.55653 -2.52073
13 H -0.39875 6.14630 -0.91197
14 H -1.34389 -4.84690 -4.58507
15 O -1.70510 -2.18352 3.72747
16 C -0.79081 -4.07802 -4.26507
17 N 6.02555 0.41747 0.15325
18 C -3.45561 -0.94925 2.73807
19 H 3.07214 1.26892 0.88380
20 H -1.76657 0.06397 -3.46305
21 F -0.72500 -1.15766 -0.07979
22 F 0.02806 -0.40766 1.90884
23 C -2.76960 -2.31336 2.86324
24 H -2.11942 -2.71568 -3.16433
25 H 0.64174 2.14778 -0.56067
26 H -2.87842 -0.09593 2.16328
27 N 2.97462 -4.31410 -1.72523
28 H 0.25193 -3.75441 -0.07102
29 C 4.98329 0.99435 0.14529
30 O 0.88136 1.41825 3.90777
31 N -1.93502 -5.46740 1.22694
32 C -1.36167 -3.40777 -2.98772
33 H -0.92819 3.84405 0.19427
34 H -4.54289 -1.16067 2.40705
35 H -2.33033 -2.44076 1.93912
36 H 0.14707 -4.41012 -4.04650
37 H -1.08031 1.62160 -2.37590
38 C -0.27281 4.03401 -0.72408
39 H 1.72132 2.34409 2.29204
40 H 4.36232 -1.51057 -0.85110
41 H -0.11782 -2.95338 1.33023
42 H -1.05384 -1.77394 3.21687
43 H -2.89488 2.87815 -2.65221
44 H 1.96996 4.42824 3.45615
45 H 1.42436 3.93200 4.91532
46 O -2.81895 0.63755 -1.75792
47 H -0.73918 -2.30965 -1.65296
48 H -1.67670 -4.20795 -2.29241
49 C 3.21294 -3.30638 -1.27561
50 H 0.65511 0.79489 3.18402
51 H 3.63575 2.70426 0.71668
52 H 0.81269 5.75975 0.09722
53 B -0.17964 -0.05508 0.61828
54 H -3.50880 -2.89326 3.29065
55 H 0.32256 4.06030 3.41605
56 H 2.88484 2.13220 3.26677
57 F 0.97533 0.20606 -0.12607
58 H -3.59167 1.68652 -3.72430
59 H 1.07802 -4.49755 1.34576
60 C 1.33292 3.75798 3.78422
61 H 3.29740 -2.26445 0.48812
62 C -1.04432 -4.76500 1.12777
63 C 0.39701 5.41205 -0.91807
64 C -1.95787 0.86104 -2.68599
65 C 1.74087 2.40828 3.24618
66 H 3.18394 1.63136 -0.78097
67 C -2.67666 2.09664 -3.38735
68 C 3.62761 1.69077 0.20993

---

Density functional theory data (the ωB97M-V functional and the def2-TZVPD basis) for C16H39ClKN3O9 as an isolated structure in a non-equilibrium geometry.

Its spin multiplicity is 1. The lowest unoccupied orbital energy comes out at -0.0336 Eh.

Cartesian coordinates (Å):
1 H -6.71467 -0.48436 -1.28730
2 H -4.14839 -1.13236 0.20622
3 H 0.55989 1.70953 0.11269
4 H 3.69385 -2.09158 3.17205
5 C 2.01031 -3.79788 2.16442
6 H 1.78733 -4.79578 1.78696
7 C -5.08885 -0.59645 0.06358
8 H -1.37280 5.54932 -1.99162
9 O 3.64563 -1.63570 -3.55551
10 C 2.99918 -2.55955 3.87970
11 C -4.85224 0.88657 0.27272
12 H 3.33493 -3.76656 7.10884
13 H -2.39406 4.40183 -2.78294
14 C 3.66583 -2.69335 5.23395
15 H 4.63764 -3.16076 5.06250
16 C -1.40896 3.07217 -0.58781
17 H -5.41782 -1.53011 -1.95039
18 K -2.88756 0.38652 3.60447
19 H 3.51117 0.41858 -3.76981
20 H -3.14319 5.74207 -1.95288
21 H 3.44105 -0.61775 5.19295
22 N 1.74115 -0.46007 -1.92791
23 H 1.81591 2.95072 -0.27506
24 C 2.81625 -3.50427 6.18640
25 H 1.94832 -2.90280 6.46382
26 H 2.49713 -4.43174 5.70957
27 O -0.11536 3.57352 -0.45873
28 H -2.72046 4.78266 1.33076
29 H -0.10938 0.83788 -3.17950
30 H 2.56806 -3.29753 1.35961
31 H 1.00383 -1.33334 -3.71088
32 H 5.11864 -1.08439 -4.91179
33 C 4.81510 -1.92442 -4.27593
34 H 4.85683 -1.14054 5.87095
35 O 0.37751 -1.08289 0.88926
36 C 0.75996 0.73219 -3.83362
37 O -1.32442 -2.53769 0.22882
38 H -1.68969 2.50176 0.31777
39 Cl -0.98628 -1.45112 1.11037
40 H 0.30770 0.54792 -4.81189
41 N -2.18123 5.12118 0.53513
42 N 3.87021 -1.32563 5.77250
43 O -1.92248 -0.36402 0.78263
44 H -4.00502 0.47913 -2.21477
45 C 1.58288 -0.45780 -3.36521
46 H -2.65784 5.99720 0.33255
47 H 4.68752 -2.80819 -4.90848
48 H 0.89353 -0.51283 -1.38623
49 O -1.22974 -1.79247 2.50272
50 H 1.05748 -3.27204 2.28453
51 H 2.05613 -1.99997 3.94948
52 C -2.32128 5.02178 -1.88313
53 C 0.84075 2.53397 -0.54383
54 H 1.03554 2.22382 -1.57202
55 O -4.59462 1.44277 1.30987
56 H -3.43014 3.77281 -0.58356
57 H -5.60024 1.03663 -2.81733
58 H 2.45120 -1.10808 -1.62595
59 H 5.63256 -2.10988 -3.57525
60 C -5.06011 0.63216 -1.97105
61 H 2.88434 -0.52522 -5.10303
62 C -5.63500 -0.64248 -1.36576
63 O -5.04771 1.56560 -0.86153
64 H -5.82530 -0.93517 0.78774
65 H -1.57592 2.42475 -1.45666
66 C -2.42775 4.21263 -0.60231
67 C 2.93585 -0.49174 -4.00424
68 H 1.32998 1.66148 -3.85082
69 O 2.71733 -3.86071 3.36921

---

Density functional theory data (the ωB97M-V functional and the def2-TZVPD basis) for a 3-piece molecular cluster, C16H39N3O4PS overall in a non-equilibrium geometry.

Its charge is +1. Its spin multiplicity is 1. The lowest unoccupied orbital energy comes out at -0.1993 Eh.

Cartesian coordinates (Å):
1 H 7.76335 -2.26657 0.44536
2 H -5.68207 0.33044 -0.23573
3 C 0.01444 -0.07709 -1.49536
4 H 7.72799 -4.27525 1.98030
5 H 1.66410 2.52527 -0.99663
6 H 2.70674 0.43187 3.06497
7 H -3.49585 2.60460 0.06361
8 H -3.62661 1.77326 -4.12848
9 H -0.44720 0.53733 -2.27388
10 H 3.90055 -3.81569 4.11109
11 H -2.34593 2.17007 -1.21864
12 C -5.48406 1.18190 -0.89597
13 C -3.85554 1.00338 -4.86756
14 H 0.10800 0.22486 1.32580
15 H -6.83295 1.02838 -6.18504
16 H -7.40035 0.90748 -1.85441
17 H -3.77900 3.13158 -1.62737
18 S 5.89400 -5.44637 5.35614
19 C -6.35577 1.04297 -2.15334
20 H 0.29062 -1.04153 -1.93021
21 O 1.19507 0.54001 -0.99976
22 O -4.09757 1.11386 -1.25401
23 H -6.02933 0.14810 -2.69135
24 H 5.04316 -5.34296 2.66533
25 C -3.40378 2.32606 -0.99027
26 C 0.56082 0.94396 3.17347
27 H 1.90836 0.05043 4.57305
28 N 7.21272 -2.19306 1.34696
29 H 6.28226 -0.75585 3.69441
30 H 8.64299 -3.03983 2.98719
31 O 1.57668 -1.32673 3.12977
32 H -5.25832 2.45600 -3.13564
33 H 2.25201 -2.69321 1.76845
34 H 2.77252 -1.03272 1.42844
35 C -6.86730 2.07176 -4.31869
36 H -5.72582 2.09582 -0.33965
37 O -4.90902 1.43960 -5.71706
38 C -6.21541 1.05813 -5.27952
39 H 1.23906 2.93544 1.36063
40 H 2.23699 1.47608 1.18394
41 H -4.07987 0.05405 -4.37401
42 C 6.42781 -3.01714 3.49812
43 H 0.70490 1.92227 3.64760
44 N -6.24432 2.23549 -3.00086
45 H -0.69698 -0.25547 -0.68442
46 C 6.17883 -1.30654 1.55383
47 C 0.95697 1.85886 -0.49072
48 C 5.69194 -1.60668 3.10117
49 H 4.53599 -1.54301 3.28944
50 H 6.87347 -2.82882 4.57941
51 C 1.77269 0.04403 3.48505
52 C 7.63763 -3.18814 2.40514
53 H -0.32221 0.49460 3.64466
54 H -7.92565 1.81658 -4.18671
55 H -6.21730 0.03745 -4.88263
56 N 0.22329 1.14004 1.75953
57 H -2.96095 0.86811 -5.48266
58 H -0.05509 2.21598 -0.71740
59 C 1.94276 -1.64406 1.79298
60 H 1.07808 -1.54618 1.13410
61 H -6.84045 3.05728 -4.80007
62 H 5.70663 -0.50344 0.84371
63 P 5.19121 -4.44228 3.79557
64 C 1.24006 1.89524 1.01882